Record 1
Computed, not measured: a 2-piece molecular cluster, C4H14N3O overall at a distorted geometry, with ωB97M-V/def2-TZVPD.

Positions of all 22 atoms, in Å:
C: 1.801 0.227 -0.897
C: 0.564 0.721 -1.551
C: -0.775 -0.034 -1.323
N: -1.988 -2.068 0.568
C: -1.818 -0.695 0.718
N: -1.371 0.258 -0.015
N: 1.440 -0.239 0.546
H: 2.514 1.023 -0.642
H: 2.300 -0.643 -1.293
H: 0.675 0.768 -2.643
H: 0.241 1.801 -1.315
H: -0.602 -1.113 -1.505
H: -1.655 0.240 -1.936
H: -1.803 -2.676 1.398
H: -1.871 -2.549 -0.317
H: -2.183 -0.423 1.707
H: 2.292 -0.614 0.918
H: 0.699 -0.925 0.583
H: 0.922 0.555 1.082
H: 0.401 2.009 2.772
H: -0.250 2.429 1.361
O: 0.467 1.948 1.785

## Properties
electronic energy: -10886.0944 eV
gap between HOMO and LUMO: 10.02 eV
HOMO level: -13.01 eV
E_LUMO: -2.995 eV
molar mass: 120.18 g/mol
total charge: +1
relative energy (zero: lowest compared OMol25 entry of this formula, charge and spin): 199.4 kJ/mol



Record 2
Computed, not measured: a 2-piece molecular cluster, C4H14N3S overall, with ωB97M-V/def2-TZVPD.

Positions of all 22 atoms, in Å:
C: -0.061 2.470 -0.501
C: 1.071 1.926 -1.383
S: 1.417 0.156 -1.089
N: 0.194 2.367 0.938
H: -0.986 1.932 -0.716
H: -0.235 3.525 -0.749
H: 1.954 2.563 -1.270
H: 0.718 2.039 -2.417
H: 0.961 2.984 1.176
H: 0.560 1.426 1.091
C: -1.259 -1.369 0.606
C: -0.131 -2.428 0.613
N: 0.979 -1.979 1.470
N: -1.775 -0.996 -0.724
H: -2.119 -1.765 1.158
H: -0.929 -0.479 1.133
H: -0.518 -3.352 1.060
H: 0.158 -2.655 -0.419
H: 1.356 -1.129 1.033
H: 1.741 -2.649 1.417
H: -2.146 -1.841 -1.142
H: -0.949 -0.747 -1.285

## Properties
electronic energy: -19681.6334 eV
gap between HOMO and LUMO: 6.93 eV
HOMO level: -2.99 eV
E_LUMO: 3.942 eV
molar mass: 136.24 g/mol
total charge: -1
relative energy (zero: lowest compared OMol25 entry of this formula, charge and spin): 3.7 kJ/mol



Record 3
Computed, not measured: a 3-piece molecular cluster, C4H14N4 overall at a distorted geometry, with ωB97M-V/def2-TZVPD.

Positions of all 22 atoms, in Å:
C: -0.693 -1.287 0.677
C: -2.023 -1.126 -0.023
C: -0.740 -0.935 2.139
C: 0.578 1.526 0.335
H: -0.294 -2.294 0.536
H: -2.842 -1.625 0.511
H: -2.260 -0.062 -0.128
H: -1.575 -1.426 2.660
H: -0.905 0.139 2.287
H: 0.175 -1.228 2.658
H: 1.109 1.159 1.205
H: -0.491 1.473 0.487
H: 0.946 2.466 -0.077
H: -1.990 -1.528 -1.033
N: 0.947 0.442 -0.894
N: 0.089 0.705 -1.993
N: 2.262 0.281 -1.189
N: 2.922 1.352 -1.287
H: 0.322 -0.627 -0.252
H: 0.187 -0.064 -2.650
H: 0.386 1.554 -2.464
H: 3.890 1.104 -1.507

## Properties
electronic energy: -10329.5523 eV
gap between HOMO and LUMO (spin up / spin down): 6.79 / 6.79 eV
HOMO level (spin up / spin down): -6.98 / -6.98 eV
E_LUMO (spin up / spin down): -0.196 / -0.196 eV
molar mass: 118.18 g/mol
relative energy (zero: lowest compared OMol25 entry of this formula, charge and spin): 603.2 kJ/mol



Record 4
Computed, not measured: a 2-piece molecular cluster, C4H14N4 overall at a distorted geometry, with ωB97M-V/def2-TZVPD.

Positions of all 22 atoms, in Å:
H: 2.275 2.922 0.903
N: 2.444 2.457 0.010
C: 1.826 1.341 -0.088
C: 2.059 0.516 -1.329
N: 1.052 0.730 0.856
H: 2.271 -0.520 -1.070
H: 2.891 0.924 -1.894
H: 1.165 0.543 -1.954
H: 0.838 1.310 1.658
H: 0.328 -0.270 0.650
C: -1.569 -1.542 1.398
N: -0.878 -0.914 0.287
C: -1.624 0.561 -0.199
N: -0.712 -1.860 -0.759
H: -2.597 -1.821 1.130
H: -1.601 -0.840 2.231
H: -1.027 -2.440 1.700
H: -1.941 1.033 0.724
H: -1.015 1.204 -0.827
H: -2.482 0.170 -0.752
H: -0.095 -1.457 -1.460
H: -1.608 -2.049 -1.214

## Properties
electronic energy: -10333.0389 eV
gap between HOMO and LUMO: 8.52 eV
HOMO level: -7.91 eV
E_LUMO: 0.606 eV
molar mass: 118.18 g/mol
relative energy (zero: lowest compared OMol25 entry of this formula, charge and spin): 266.8 kJ/mol



Record 5
Computed, not measured: a 2-piece molecular cluster, C4H14N4 overall at a distorted geometry, with ωB97M-V/def2-TZVPD.

Positions of all 22 atoms, in Å:
C: 0.422 0.760 0.004
C: 1.783 0.568 -0.498
C: -2.693 0.483 0.448
C: -0.617 -1.487 0.430
N: -3.273 0.344 -0.712
N: 0.573 -2.190 -0.093
N: -0.549 -0.055 0.269
N: 2.759 1.472 0.150
H: 0.064 1.866 -0.143
H: 2.072 -0.441 -0.281
H: 1.850 0.668 -1.594
H: -2.595 1.497 0.821
H: -2.923 -0.333 1.156
H: -1.639 -1.768 0.019
H: -0.612 -1.705 1.468
H: -3.193 1.107 -1.346
H: -3.654 -0.639 -1.052
H: 0.375 -2.227 -1.087
H: 0.616 -3.083 0.439
H: 2.916 2.388 -0.196
H: 3.623 1.030 0.200
H: 2.444 1.612 1.178

## Properties
electronic energy: -10316.8797 eV
gap between HOMO and LUMO: 9.67 eV
HOMO level: -17.14 eV
E_LUMO: -7.467 eV
molar mass: 118.18 g/mol
total charge: +2
relative energy (zero: lowest compared OMol25 entry of this formula, charge and spin): 282.5 kJ/mol



Record 6
Computed, not measured: an isolated ion of composition C4H14N4 and charge +2 at a distorted geometry, with ωB97M-V/def2-TZVPD.

Positions of all 22 atoms, in Å:
C: -1.714 -1.786 0.510
N: -0.604 -0.987 0.403
N: 0.530 -1.305 -0.072
C: 1.467 -0.232 -0.405
C: 2.574 0.043 0.494
N: 0.705 0.985 -0.680
N: -0.664 0.901 -0.829
C: -1.441 1.953 -0.333
H: -1.378 -2.840 0.703
H: -2.447 -1.319 1.298
H: -2.269 -1.858 -0.402
H: -0.343 -0.598 1.542
H: 0.444 -2.079 -0.759
H: 1.914 -0.517 -1.333
H: 2.247 0.576 1.329
H: 3.399 0.596 0.096
H: 3.046 -0.877 0.879
H: 0.951 1.892 -0.104
H: -1.118 0.534 -1.748
H: -0.980 2.567 0.423
H: -1.784 2.731 -1.082
H: -2.534 1.623 0.070

## Properties
electronic energy: -10312.2530 eV
gap between HOMO and LUMO (spin up / spin down): 8.29 / 8.05 eV
HOMO level (spin up / spin down): -18.87 / -18.78 eV
E_LUMO (spin up / spin down): -10.581 / -10.724 eV
molar mass: 118.18 g/mol
total charge: +2
relative energy (zero: lowest compared OMol25 entry of this formula, charge and spin): 728.9 kJ/mol



Record 7
Computed, not measured: a 2-piece molecular cluster, C4H14N4 overall at a distorted geometry, with ωB97M-V/def2-TZVPD.

Positions of all 22 atoms, in Å:
C: -1.968 -0.384 -0.081
C: 3.355 0.506 -0.180
C: -1.503 0.894 -0.085
C: 2.338 -0.542 -0.017
N: -1.211 -1.238 -0.861
N: -2.372 2.106 0.140
N: -3.041 -0.911 0.676
N: 2.537 -1.681 0.537
H: 4.340 0.439 0.332
H: 2.853 1.428 0.084
H: 3.745 0.572 -1.235
H: -0.710 1.050 -0.839
H: 1.261 -0.652 -0.304
H: -0.900 -0.973 -1.796
H: -1.438 -2.222 -0.813
H: -3.182 2.113 -0.516
H: -2.779 2.291 1.130
H: -3.806 -0.172 0.806
H: -3.321 -1.828 0.565
H: -1.739 2.904 0.066
H: 3.429 -1.987 0.866
H: 1.847 -2.416 0.576

## Properties
electronic energy: -10318.0853 eV
gap between HOMO and LUMO: 8.64 eV
HOMO level: -15.98 eV
E_LUMO: -7.341 eV
molar mass: 118.18 g/mol
total charge: +2
relative energy (zero: lowest compared OMol25 entry of this formula, charge and spin): 166.1 kJ/mol



Record 8
Computed, not measured: a 2-piece molecular cluster, C4H14N4 overall at a distorted geometry, with ωB97M-V/def2-TZVPD.

Positions of all 22 atoms, in Å:
C: -0.722 -1.181 0.510
C: 1.549 -0.452 -0.211
C: 0.754 2.386 -0.652
C: -0.567 2.091 1.285
N: -0.936 -2.010 -0.656
N: 0.353 -0.291 0.460
N: -1.387 -3.289 -0.709
N: -0.196 1.586 0.042
H: -1.724 -0.724 0.664
H: -0.733 -1.859 1.391
H: 1.830 -1.480 -0.358
H: 1.507 0.026 -1.188
H: 2.284 0.166 0.294
H: 1.402 2.935 -0.045
H: 1.333 1.917 -1.470
H: 0.040 3.031 -1.252
H: -1.466 1.481 1.476
H: 0.144 1.706 1.983
H: -0.624 3.232 1.265
H: -0.701 -1.539 -1.564
H: -1.396 -3.827 0.126
H: -0.745 -3.905 -1.389

## Properties
electronic energy: -10310.7326 eV
gap between HOMO and LUMO (spin up / spin down): 8.20 / 7.65 eV
HOMO level (spin up / spin down): -18.53 / -18.51 eV
E_LUMO (spin up / spin down): -10.332 / -10.852 eV
molar mass: 118.18 g/mol
total charge: +2
relative energy (zero: lowest compared OMol25 entry of this formula, charge and spin): 875.6 kJ/mol



Record 9
Computed, not measured: a 2-piece molecular cluster, C4H14N4O overall at a distorted geometry, with ωB97M-V/def2-TZVPD.

Positions of all 23 atoms, in Å:
C: 1.152 -2.020 0.137
C: 1.605 -0.596 0.323
O: 1.226 0.186 1.188
N: 2.761 -0.290 -0.359
N: 3.613 0.758 0.046
H: 0.095 -2.026 -0.134
H: 1.709 -2.519 -0.652
H: 1.283 -2.584 1.059
H: 3.241 -0.995 -0.900
H: 3.702 1.454 -0.697
H: 3.257 1.135 0.926
C: -2.613 1.707 -0.554
C: -1.537 0.665 -0.843
N: -1.581 -0.601 -0.011
N: -1.635 -0.493 1.406
H: -3.601 1.249 -0.596
H: -2.483 2.145 0.434
H: -2.578 2.507 -1.291
H: -1.649 0.300 -1.868
H: -0.544 1.110 -0.761
H: -2.408 -1.136 -0.272
H: -0.712 -0.169 1.699
H: -2.304 0.214 1.719

## Properties
electronic energy: -12381.4866 eV
gap between HOMO and LUMO: 9.62 eV
HOMO level: -8.64 eV
E_LUMO: 0.974 eV
molar mass: 134.18 g/mol
relative energy (zero: lowest compared OMol25 entry of this formula, charge and spin): 140.7 kJ/mol



Record 10
Computed, not measured: a 2-piece molecular cluster, C4H14N4O overall at a distorted geometry, with ωB97M-V/def2-TZVPD.

Positions of all 23 atoms, in Å:
C: -2.399 -1.199 -1.895
C: -1.117 -0.597 -1.312
N: -0.248 -0.166 -2.380
N: -1.388 0.669 -0.675
N: -0.537 -1.601 -0.361
O: 0.472 -2.168 -0.795
H: -3.142 -1.391 -1.110
H: -2.199 -2.157 -2.392
H: -2.868 -0.536 -2.633
H: 0.204 -1.004 -2.747
H: 0.505 0.339 -1.913
H: -2.199 0.562 -0.072
H: -1.675 1.294 -1.426
C: 2.324 1.238 1.062
N: 1.351 0.288 1.572
C: 1.213 0.373 3.015
H: 2.452 1.081 -0.014
H: 1.994 2.270 1.216
H: 3.303 1.098 1.532
H: 0.447 0.466 1.127
H: 2.163 0.159 3.516
H: 0.490 -0.375 3.356
H: 0.854 1.358 3.330

## Properties
electronic energy: -12380.2195 eV
gap between HOMO and LUMO: 8.15 eV
HOMO level: -8.48 eV
E_LUMO: -0.331 eV
molar mass: 134.18 g/mol
relative energy (zero: lowest compared OMol25 entry of this formula, charge and spin): 263.0 kJ/mol



Record 11
Computed, not measured: a 2-piece molecular cluster, C4H14N4O overall at a distorted geometry, with ωB97M-V/def2-TZVPD.

Positions of all 23 atoms, in Å:
C: -1.383 1.265 -1.037
C: -1.143 0.410 0.201
O: -1.989 0.409 1.110
N: -0.584 -0.928 -0.173
C: -0.777 -2.010 0.771
N: -0.440 -1.251 -1.535
H: -1.793 2.219 -0.714
H: -0.461 1.454 -1.585
H: -2.074 0.770 -1.714
H: 0.124 -2.631 0.787
H: -1.682 -2.575 0.533
H: -0.916 -1.624 1.779
H: 0.481 -1.681 -1.617
H: -1.157 -1.926 -1.800
C: 1.996 -0.096 -0.056
N: 0.816 0.814 0.863
N: 0.859 2.229 0.810
H: 2.129 -1.175 0.011
H: 1.888 0.295 -1.062
H: 2.890 0.350 0.384
H: 0.787 0.499 1.835
H: 0.707 2.557 1.760
H: 1.723 2.629 0.450

## Properties
electronic energy: -12378.3534 eV
gap between HOMO and LUMO: 8.33 eV
HOMO level: -7.67 eV
E_LUMO: 0.664 eV
molar mass: 134.18 g/mol
relative energy (zero: lowest compared OMol25 entry of this formula, charge and spin): 443.1 kJ/mol



Record 12
Computed, not measured: a 2-piece molecular cluster, C4H14N4O overall at a distorted geometry, with ωB97M-V/def2-TZVPD.

Positions of all 23 atoms, in Å:
C: 0.846 1.575 1.309
C: 1.587 -0.754 1.386
N: 0.774 0.242 0.668
H: 0.885 0.490 -0.388
H: 0.395 1.553 2.302
H: 0.344 2.283 0.652
H: 1.895 1.865 1.369
H: 1.174 -0.934 2.381
H: 1.607 -1.696 0.847
H: 2.607 -0.381 1.478
C: -0.861 -1.776 -0.013
N: -0.173 0.335 -1.601
C: -0.763 -0.297 0.240
N: -0.446 -0.455 -2.707
O: -0.713 1.679 -1.732
N: -1.792 0.326 0.680
H: -1.513 1.662 -1.162
H: -0.011 -0.059 -3.539
H: -1.453 -0.514 -2.881
H: -1.619 1.284 0.964
H: -0.914 -2.323 0.932
H: -0.058 -2.143 -0.648
H: -1.797 -1.963 -0.535

## Properties
electronic energy: -12377.9706 eV
gap between HOMO and LUMO: 8.03 eV
HOMO level: -7.37 eV
E_LUMO: 0.658 eV
molar mass: 134.18 g/mol
relative energy (zero: lowest compared OMol25 entry of this formula, charge and spin): 480.0 kJ/mol